Record 1
Entry from the Open Molecules 2025 dataset: C4H7NO in the gas phase in a non-equilibrium geometry (ωB97M-V with the def2-TZVPD basis set).

Properties
HOMO: -9.701 eV
electronic energy: -286.58924 Ha
structure (SMILES): [H]/N=C1/CCCO1
2S+1: 1
frontier orbital gap: 10.625 eV
relative energy (zero: lowest compared OMol25 entry of this formula, charge and spin): 26.6 kcal per mole

Each line ends with the Löwdin charge.
CARTESIAN COORDINATES (ANGSTROEM)
H1 1.525 -0.481 2.433  0.064
N1 1.160 0.391 2.046  0.159
C1 0.356 0.114 1.132  -0.535
C2 -0.364 1.073 0.235  -0.108
C3 -0.211 0.384 -1.113  -0.153
C4 -0.194 -1.070 -0.647  -0.132
O1 0.169 -1.155 0.784  -0.015
H2 -1.415 1.115 0.538  0.128
H3 0.070 2.067 0.291  0.120
H4 -1.024 0.580 -1.822  0.117
H5 0.730 0.672 -1.595  0.118
H6 -1.180 -1.503 -0.565  0.118
H7 0.489 -1.694 -1.217  0.120

---

Record 2
Entry from the Open Molecules 2025 dataset: 2 unconnected molecules or ions with the total composition C4H7NO in a non-equilibrium geometry (ωB97M-V with the def2-TZVPD basis set).

Properties
HOMO: -8.053 eV
electronic energy: -286.59078 Ha
structure (SMILES): c1cc[nH]c1.O
2S+1: 1
frontier orbital gap: 8.601 eV
relative energy (zero: lowest compared OMol25 entry of this formula, charge and spin): 25.6 kcal per mole

Each line ends with the Löwdin charge.
CARTESIAN COORDINATES (ANGSTROEM)
C1 -1.390 -1.442 0.793  -0.120
C2 -0.136 -1.834 0.245  -0.119
C3 0.602 -0.689 0.048  -0.147
N1 -0.185 0.353 0.433  -0.011
C4 -1.409 -0.075 0.858  -0.136
H1 -2.114 -2.215 0.956  0.083
H2 0.226 -2.852 0.318  0.089
H3 1.454 -0.494 -0.578  0.095
H4 0.075 1.327 0.299  0.121
H5 -2.103 0.717 1.069  0.102
O1 1.574 2.317 -1.110  -0.051
H6 1.163 2.988 -1.664  0.046
H7 2.242 1.898 -1.667  0.048

---

Record 3
Entry from the Open Molecules 2025 dataset: C4H7NO in the gas phase (ωB97M-V with the def2-TZVPD basis set).

Properties
HOMO: -9.711 eV
electronic energy: -286.60448 Ha
structure (SMILES): C[C@H]1CC(=O)N1
2S+1: 1
frontier orbital gap: 10.635 eV
relative energy (zero: lowest compared OMol25 entry of this formula, charge and spin): 17.1 kcal per mole

Each line ends with the Löwdin charge.
CARTESIAN COORDINATES (ANGSTROEM)
C1 -0.387 -1.108 1.134  -0.064
C2 0.384 0.003 0.443  -0.349
C3 0.559 -0.148 -1.087  -0.031
C4 -0.257 1.144 -1.198  -0.494
O1 -0.634 1.852 -2.095  0.074
N1 -0.403 1.215 0.162  0.109
H1 -0.526 -0.888 2.195  0.072
H2 -1.373 -1.220 0.665  0.085
H3 0.142 -2.064 1.062  0.079
H4 1.324 0.239 0.953  0.136
H5 1.580 -0.013 -1.451  0.118
H6 0.116 -1.033 -1.548  0.117
H7 -0.528 2.021 0.765  0.147

---

Q: Which of these has the lowest frontier orbital gap?
A: number 2

---

Q: HOMO of number 1 (C4H7NO)?
A: -9.701 eV

---

Q: What is the formula in the third record?
A: C4H7NO